The following is a DFT calculation (the ωB97M-V functional and the def2-TZVPD basis) of 2 unconnected molecules or ions with the total composition C5HCl2N3 in a non-equilibrium geometry.

Each atom is followed by the atoms it is bonded to, with distances in Å.
Geometry (Å):
1 C 1.38494 -1.31338 0.21874  C4 1.435, N6 1.174
2 C -0.97173 0.02000 -1.41754  C5 1.424, N7 1.124
3 C -1.24661 1.19611 0.63301  C5 1.415, N8 1.182
4 C 1.11523 0.09107 0.34199  C1 1.435, Cl9 1.706, H11 1.160
5 C -0.94488 -0.03589 0.00488  C2 1.424, C3 1.415, Cl10 1.686
6 N 1.81704 -2.40457 0.17529  C1 1.174
7 N -1.24642 0.03726 -2.50691  C2 1.124
8 N -1.30455 2.15413 1.32205  C3 1.182
9 Cl 1.70265 1.19268 -0.82067  C4 1.706
10 Cl -1.49798 -1.49371 0.64716  C5 1.686
11 H 1.19232 0.55629 1.40198  C4 1.160

Calculated values
* E_HOMO: -10.700 eV
* calculated total energy: -34712.3688 eV
* max |F|: 4.7 eV/A
* energy above the lowest of the compared OMol25 structures with the same formula, charge and spin: 156.3 kJ/mol
* orbital gap: 9.058 eV
* LUMO: -1.6 eV
* spin multiplicity: 1